No. 1
{"formula": "C38H34BrClIN2O9P3Ru", "method": "the ωB97M-V functional and the def2-TZVPD basis", "e_above_lowest_ev": 1.275, "homo_lumo_gap_ha": [0.200, 0.217], "charge": 1, "total_energy_ha": -6705.9885, "largest_force_ev_per_a": 3.1, "s_squared": 0.772, "lumo_energy_ev": [-4.4033, -3.9237], "spin_multiplicity": 2, "elements": ["Ru", "C", "O", "C", "C", "C", "Br", "C", "C", "C", "O", "C", "N", "C", "C", "C", "C", "C", "C", "N", "H", "H", "H", "H", "H", "H", "H", "H", "H", "H", "H", "C", "C", "O", "P", "O", "O", "O", "P", "O", "O", "O", "H", "H", "H", "H", "H", "H", "H", "I", "C", "C", "C", "C", "C", "C", "C", "C", "C", "P", "C", "C", "C", "C", "C", "C", "C", "C", "C", "C", "C", "C", "C", "H", "H", "H", "H", "H", "H", "H", "H", "H", "H", "H", "H", "H", "H", "H", "H", "Cl"], "coordinates": [[0.15358, 0.76773, -0.85202], [-2.39364, 4.76926, -1.73538], [-2.02772, 3.91874, -0.65520], [-2.55689, 4.23831, 0.55290], [-3.40355, 5.31886, 0.76549], [-3.91348, 5.53699, 2.04065], [-5.06169, 7.01476, 2.30517], [-3.61808, 4.71115, 3.09750], [-2.76753, 3.62084, 2.89695], [-2.22799, 3.39729, 1.63199], [-1.41860, 2.28784, 1.40567], [-2.50637, 2.76332, 4.05939], [-2.92016, 3.05651, 5.26532], [-2.51679, 2.00013, 6.05386], [-2.69356, 1.78366, 7.42182], [-2.18435, 0.62105, 7.95638], [-1.50598, -0.31792, 7.15946], [-1.31876, -0.11990, 5.80350], [-1.83873, 1.05241, 5.27087], [-1.84324, 1.56687, 3.99293], [-2.05231, 5.79252, -1.56122], [-3.47655, 4.76732, -1.88463], [-1.91407, 4.36682, -2.61385], [-3.67601, 5.98891, -0.03269], [-4.02425, 4.88289, 4.08214], [-0.48788, 2.50024, 1.55065], [-3.21070, 2.50879, 8.03371], [-2.30400, 0.42250, 9.01249], [-1.11857, -1.21491, 7.62345], [-0.78517, -0.84034, 5.19767], [-1.46081, 1.17449, 3.15683], [3.25934, 1.82356, -4.23311], [1.77080, 1.68745, -4.52247], [1.38459, 2.26087, -5.75429], [0.78584, 2.48087, -3.19861], [0.61372, 3.99630, -3.59994], [-0.71624, 1.97655, -3.30606], [1.18559, 2.28119, -1.75391], [1.25196, -0.06432, -4.36715], [-0.23819, -0.03839, -4.98759], [2.11898, -1.02053, -5.05881], [1.10906, -0.05037, -2.84065], [3.57355, 2.85802, -4.39190], [3.80924, 1.16791, -4.91033], [3.49982, 1.53775, -3.20893], [2.16718, 2.40522, -6.29532], [1.27670, 4.62235, -3.25655], [-0.94578, 1.51258, -4.14128], [-0.27362, -0.40825, -5.88702], [-1.53107, -0.68966, 0.60658], [-1.17122, -2.63589, 1.26964], [-2.18950, -3.08349, 2.07230], [-2.09123, -4.34193, 2.69086], [-0.97196, -5.09287, 2.50061], [0.08952, -4.63150, 1.69330], [1.23733, -5.44051, 1.53167], [2.27820, -5.00401, 0.77513], [2.21246, -3.74600, 0.15256], [1.11198, -2.91978, 0.24999], [1.15305, -1.50840, -0.95787], [2.94451, -1.19713, -0.98428], [3.54578, -0.95904, 0.25250], [4.89955, -0.68260, 0.32345], [5.66966, -0.66337, -0.83061], [5.08192, -0.93401, -2.05551], [3.71965, -1.19121, -2.13922], [0.32566, -2.45473, -2.27290], [-0.94085, -2.12314, -2.73356], [-1.59249, -2.95242, -3.63341], [-0.96824, -4.09238, -4.11242], [0.31254, -4.40953, -3.68077], [0.94736, -3.60802, -2.74859], [0.01727, -3.36439, 1.04727], [-3.07299, -2.48455, 2.24463], [-2.89970, -4.69043, 3.31652], [-0.87178, -6.06078, 2.97384], [1.26794, -6.40286, 2.02533], [3.16418, -5.61003, 0.64656], [3.07183, -3.44850, -0.42635], [2.96919, -0.98618, 1.16547], [5.35317, -0.48635, 1.28555], [6.72799, -0.44805, -0.77173], [5.68113, -0.95309, -2.95633], [3.28650, -1.42893, -3.09866], [-1.43756, -1.21847, -2.40593], [-2.58747, -2.69185, -3.96951], [-1.47551, -4.73237, -4.82096], [0.81669, -5.28752, -4.05945], [1.93840, -3.88369, -2.41228], [1.41945, 1.17376, 0.95868]], "atomic_forces_ev_per_a": [[1.35, -2.81, -0.25], [-0.11, 0.02, 0.08], [0.09, -0.01, -0.03], [-0.08, -0.14, 0.35], [0.08, -0.11, 0.08], [0.01, 0.00, -0.05], [0.00, 0.00, 0.00], [0.01, 0.07, -0.05], [0.00, 0.13, -0.28], [-0.19, 0.13, 0.11], [-0.22, 0.12, -0.30], [-0.07, 0.07, 0.10], [0.03, 0.02, -0.22], [0.07, -0.12, -0.07], [0.02, 0.02, -0.09], [0.06, -0.09, -0.03], [0.00, 0.00, -0.04], [0.01, -0.08, 0.19], [0.00, -0.03, 0.06], [-0.14, 0.12, 0.41], [0.01, -0.02, -0.02], [0.03, 0.00, 0.02], [0.14, -0.08, -0.17], [0.00, 0.01, -0.02], [0.00, -0.02, 0.03], [0.22, 0.12, -0.02], [-0.02, 0.04, -0.01], [0.00, -0.01, 0.02], [0.01, -0.02, 0.00], [0.01, -0.03, -0.02], [0.08, -0.10, -0.13], [0.05, 0.07, 0.02], [0.05, 0.06, 0.00], [-0.09, -0.02, 0.02], [-0.93, 0.24, -0.22], [0.66, 0.47, 0.45], [-0.19, 0.07, -0.33], [0.23, 0.71, 0.05], [0.22, 0.16, 0.33], [-0.29, -0.13, -0.29], [0.12, -0.16, -0.02], [-0.49, -0.17, -0.35], [0.04, -0.01, 0.02], [0.02, 0.03, -0.01], [-0.01, -0.04, -0.01], [0.05, 0.04, -0.05], [-0.28, -0.26, -0.13], [0.11, -0.01, 0.28], [0.09, 0.12, 0.33], [-0.72, 0.75, -0.03], [-0.02, -0.20, 0.23], [0.13, 0.01, -0.17], [0.01, 0.04, -0.02], [-0.07, -0.02, 0.05], [0.06, -0.01, -0.05], [0.02, 0.05, -0.05], [-0.03, -0.06, 0.06], [0.00, 0.10, 0.09], [0.30, 0.18, 0.36], [-0.17, 0.60, 0.16], [-0.09, 0.02, -0.29], [0.08, 0.01, 0.06], [-0.01, 0.00, 0.04], [0.01, 0.01, -0.01], [-0.04, -0.01, -0.05], [-0.02, -0.18, -0.01], [0.24, -0.26, -0.07], [-0.13, -0.02, 0.06], [-0.03, 0.05, -0.02], [0.05, -0.04, 0.00], [-0.07, 0.02, -0.02], [0.06, 0.03, -0.09], [-0.12, 0.18, -0.14], [-0.03, 0.07, -0.02], [-0.03, -0.01, 0.01], [0.00, -0.01, 0.01], [0.00, -0.02, 0.01], [0.01, 0.00, 0.00], [0.02, 0.04, -0.03], [-0.02, -0.05, -0.02], [0.00, 0.00, 0.00], [0.02, -0.01, 0.00], [-0.01, 0.00, -0.01], [-0.08, 0.05, -0.12], [0.04, -0.01, 0.01], [0.00, -0.01, -0.01], [-0.01, -0.01, -0.02], [0.00, -0.02, -0.02], [-0.02, 0.03, 0.00], [-0.13, 0.32, 0.39]], "lowdin_charge": [0.6425, -0.0600, -0.0800, -0.2085, -0.0610, -0.6675, 0.7731, -0.0682, -0.0609, -0.1631, -0.1612, -0.2548, 0.1795, -0.2212, -0.0102, -0.0916, -0.0944, -0.0290, -0.1905, 0.1713, 0.1049, 0.1049, 0.0673, 0.0951, 0.1095, 0.0147, 0.1135, 0.1012, 0.0990, 0.1020, 0.0916, -0.0445, -0.5916, -0.0238, 0.5316, -0.0690, -0.1331, -0.4227, 0.3619, -0.1306, -0.2382, -0.4986, 0.0980, 0.0987, 0.0826, 0.1117, 0.1257, 0.0897, 0.1196, 1.3082, -0.5457, -0.1514, -0.0499, -0.0105, -0.1459, -0.0026, -0.0334, -0.0876, -0.2565, 1.0213, -0.3722, -0.1657, -0.0552, -0.0573, -0.0601, -0.0815, -0.3504, -0.1380, -0.0648, -0.0578, -0.0489, -0.0669, -0.1851, 0.0942, 0.1184, 0.1245, 0.1250, 0.1187, 0.1040, 0.0731, 0.1149, 0.1122, 0.1144, 0.0829, 0.0583, 0.1141, 0.1118, 0.1144, 0.1090, 0.1527]}

No. 2
{"formula": "C38H34FN2O4PS2Se2V", "method": "the ωB97M-V functional and the def2-TZVPD basis", "e_above_lowest_ev": 0.525, "homo_lumo_gap_ha": [0.251, 0.249], "charge": -1, "total_energy_ha": -8863.6424, "largest_force_ev_per_a": 1.3, "s_squared": 2.023, "lumo_energy_ev": [1.9710, 1.9083], "spin_multiplicity": 3, "elements": ["V", "C", "C", "C", "C", "C", "C", "C", "C", "C", "S", "C", "N", "H", "H", "H", "H", "H", "H", "H", "H", "Se", "P", "Se", "C", "C", "C", "C", "C", "C", "C", "C", "C", "C", "C", "C", "H", "H", "H", "H", "H", "H", "H", "H", "H", "H", "F", "C", "C", "C", "C", "C", "C", "H", "H", "H", "H", "C", "C", "C", "C", "C", "C", "C", "S", "O", "O", "N", "C", "C", "C", "O", "O", "H", "H", "H", "H", "H", "H", "H", "H", "H", "H", "H", "H"], "coordinates": [[-1.69750, 0.92467, -0.84960], [-1.79673, 0.76598, -4.29334], [-2.29107, 2.02665, -3.64813], [-2.54464, 3.13432, -4.48702], [-3.13487, 4.25707, -3.99663], [-3.53033, 4.29155, -2.64532], [-4.23153, 5.38492, -2.09355], [-4.61067, 5.35462, -0.78168], [-4.30447, 4.24377, 0.02019], [-3.61574, 3.15794, -0.47826], [-3.24159, 1.78156, 0.53326], [-3.20538, 3.17161, -1.84432], [-2.54996, 2.07040, -2.34660], [-1.36472, 0.98950, -5.26853], [-2.64303, 0.08729, -4.42842], [-1.06158, 0.25283, -3.68581], [-2.25888, 3.06792, -5.52815], [-3.32792, 5.11276, -4.63324], [-4.46971, 6.23097, -2.72693], [-5.15708, 6.18683, -0.35526], [-4.60890, 4.22219, 1.05840], [-0.41017, 0.07998, 1.09467], [-1.24291, -1.83087, 1.79189], [-3.30076, -2.30118, 1.65946], [-0.19613, -3.10756, 0.98094], [-0.77200, -4.16926, 0.29954], [0.03099, -5.06914, -0.39292], [1.40821, -4.91612, -0.39547], [1.99003, -3.86649, 0.30798], [1.19142, -2.96262, 0.98723], [-0.73360, -1.99045, 3.54801], [-0.41164, -0.89148, 4.33328], [-0.05534, -1.06520, 5.66551], [-0.01578, -2.33716, 6.21452], [-0.35714, -3.43757, 5.43668], [-0.72260, -3.26480, 4.11202], [-1.85137, -4.26697, 0.30007], [-0.42405, -5.88603, -0.93995], [2.03000, -5.60400, -0.95557], [3.06675, -3.74630, 0.31682], [1.63508, -2.12113, 1.50582], [-0.46116, 0.09815, 3.89614], [0.19094, -0.20303, 6.27330], [0.27699, -2.47404, 7.24849], [-0.34726, -4.43087, 5.86842], [-1.01513, -4.11534, 3.50771], [-4.04963, -3.94325, -3.72931], [-3.55905, -2.89424, -3.01263], [-2.21955, -2.87318, -2.69254], [-1.73353, -1.78732, -1.97129], [-2.55554, -0.72931, -1.57177], [-3.91017, -0.81228, -1.91538], [-4.42289, -1.88715, -2.63018], [-1.57908, -3.69298, -2.99445], [-0.67743, -1.76861, -1.71717], [-4.58834, -0.02744, -1.59896], [-5.47180, -1.95383, -2.89197], [4.81679, -2.17486, 3.29583], [4.72106, -0.85162, 2.58515], [3.47364, -0.29460, 2.31410], [3.35955, 0.92273, 1.66439], [4.51007, 1.58695, 1.27094], [5.76394, 1.04828, 1.52059], [5.86215, -0.16486, 2.18164], [4.43371, 3.15897, 0.45682], [4.24423, 4.17609, 1.45020], [5.56542, 3.21784, -0.42702], [3.09771, 3.14961, -0.48149], [3.03398, 2.13609, -1.53994], [1.78222, 2.35820, -2.38130], [0.52938, 1.96833, -1.61856], [0.06467, 2.72008, -0.74058], [-0.01065, 0.85274, -1.90046], [4.21939, -2.93331, 2.78686], [4.42945, -2.09109, 4.31226], [5.84874, -2.52012, 3.34818], [2.57390, -0.82663, 2.59605], [2.37666, 1.32592, 1.44957], [6.64207, 1.57817, 1.17693], [6.83892, -0.59273, 2.37488], [2.22499, 3.24540, 0.03184], [3.02154, 1.12482, -1.11464], [3.92570, 2.23653, -2.15469], [1.84499, 1.75843, -3.28726], [1.71577, 3.41840, -2.63029]], "atomic_forces_ev_per_a": [[0.26, -0.20, 0.28], [0.07, 0.00, 0.06], [-0.07, -0.14, 0.12], [-0.05, 0.14, -0.11], [0.02, -0.11, -0.01], [0.07, -0.14, 0.06], [-0.04, 0.10, 0.03], [0.00, 0.02, -0.04], [0.06, -0.06, -0.08], [-0.05, -0.02, 0.05], [-0.55, 0.52, 0.58], [-0.28, 0.33, -0.05], [-0.36, 0.93, -0.88], [-0.04, 0.01, -0.02], [0.01, -0.01, 0.00], [0.00, -0.01, -0.01], [-0.02, -0.03, 0.00], [0.00, 0.00, 0.00], [0.02, 0.00, -0.01], [0.01, 0.00, 0.01], [-0.02, 0.00, 0.00], [0.45, -0.54, 0.95], [0.04, -0.12, 0.13], [-0.01, 0.08, -0.04], [-0.05, 0.06, -0.03], [0.02, 0.00, 0.02], [0.03, -0.03, 0.00], [-0.02, -0.01, -0.02], [0.02, 0.03, 0.05], [-0.09, -0.06, 0.01], [0.11, 0.03, -0.10], [-0.05, 0.01, -0.05], [0.00, 0.00, 0.00], [0.02, 0.01, 0.01], [-0.03, -0.02, -0.01], [0.04, 0.02, 0.02], [0.00, 0.02, -0.02], [-0.01, 0.01, 0.00], [0.01, -0.02, 0.03], [0.01, 0.01, -0.03], [-0.04, -0.11, -0.12], [0.08, 0.01, 0.01], [0.00, 0.00, -0.01], [-0.02, 0.00, 0.00], [0.01, 0.00, -0.01], [0.03, -0.02, 0.01], [-0.01, -0.01, 0.01], [0.03, 0.02, 0.02], [0.01, -0.05, -0.02], [-0.06, 0.01, 0.07], [-0.24, -0.70, -0.38], [0.06, -0.12, 0.00], [-0.06, 0.02, -0.01], [0.00, 0.01, 0.00], [0.01, 0.00, -0.02], [-0.01, 0.01, -0.03], [0.00, -0.01, 0.01], [-0.03, 0.06, -0.03], [-0.01, -0.04, 0.01], [0.00, 0.02, -0.02], [-0.04, -0.01, 0.00], [0.13, 0.05, -0.06], [-0.05, 0.02, -0.06], [-0.01, -0.03, 0.01], [-0.09, 0.24, -0.03], [-0.08, -0.07, -0.03], [0.02, -0.03, 0.03], [0.07, -0.24, 0.07], [-0.08, -0.03, 0.05], [-0.05, 0.02, 0.11], [0.44, 0.19, -0.22], [-0.25, -0.17, 0.05], [0.66, 0.02, -0.42], [0.01, -0.02, 0.00], [0.00, -0.02, 0.02], [-0.01, -0.02, 0.00], [-0.01, 0.11, 0.12], [-0.02, -0.03, 0.04], [0.02, -0.03, 0.02], [0.00, 0.00, 0.01], [0.01, 0.13, 0.05], [0.01, -0.02, -0.08], [0.02, 0.04, 0.01], [0.00, 0.00, -0.02], [0.01, -0.03, -0.09]], "lowdin_charge": [0.3438, -0.0104, -0.2624, -0.0157, -0.0023, -0.1597, -0.0577, -0.0883, -0.1086, -0.5611, 0.6678, -0.1968, 0.0535, 0.0803, 0.0950, 0.0579, 0.1084, 0.1165, 0.1041, 0.0999, 0.0987, 0.4757, 0.1561, 0.2423, -0.4065, -0.1256, -0.0909, -0.0980, -0.0860, -0.1047, -0.4085, -0.1140, -0.0911, -0.1049, -0.0919, -0.1014, 0.0536, 0.0999, 0.0951, 0.0957, 0.0549, 0.0612, 0.0985, 0.0939, 0.0969, 0.1037, 0.0227, -0.2896, -0.0243, -0.1341, -0.3114, -0.1274, -0.0267, 0.1107, 0.0992, 0.0911, 0.1095, -0.0412, -0.2615, -0.0307, -0.0515, -0.2813, -0.0533, -0.0386, 0.6169, -0.2862, -0.3015, -0.1270, -0.2111, -0.0775, -0.6665, -0.0197, -0.1702, 0.0722, 0.0851, 0.0719, 0.0908, 0.0817, 0.1116, 0.1084, 0.1038, 0.1247, 0.1155, 0.1210, 0.1278]}